(1)
{"formula": "C30H46N6RbS4", "method": "the ωB97M-V functional and the def2-TZVPD basis", "species": ["Rb", "C", "C", "C", "C", "C", "C", "C", "N", "N", "C", "C", "C", "C", "C", "C", "N", "C", "C", "C", "C", "C", "C", "N", "H", "H", "H", "H", "H", "H", "H", "H", "H", "H", "H", "H", "H", "H", "H", "H", "H", "H", "H", "H", "C", "C", "S", "C", "C", "S", "C", "C", "S", "C", "C", "S", "H", "H", "H", "H", "H", "H", "H", "H", "H", "H", "H", "H", "H", "H", "H", "H", "N", "C", "C", "C", "N", "H", "H", "H", "H", "H", "H", "H", "H", "H", "H"], "positions_angstrom": [[0.37, -0.41, 0.22], [1.83, 0.01, 3.46], [2.17, 1.29, 2.66], [3.43, 1.08, 1.87], [4.61, 1.73, 2.20], [5.76, 1.43, 1.49], [5.69, 0.49, 0.48], [4.46, -0.08, 0.20], [3.36, 0.21, 0.87], [0.47, -0.44, 3.21], [-0.49, 0.44, 3.84], [-1.88, 0.28, 3.29], [-2.99, 0.59, 4.09], [-4.25, 0.46, 3.55], [-4.37, 0.00, 2.25], [-3.22, -0.27, 1.54], [-2.00, -0.13, 2.04], [0.29, -1.82, 3.66], [1.02, -2.85, 2.85], [1.11, -4.16, 3.33], [1.81, -5.10, 2.59], [2.41, -4.71, 1.40], [2.25, -3.40, 1.00], [1.57, -2.49, 1.69], [2.01, 0.17, 4.53], [2.50, -0.79, 3.12], [2.29, 2.14, 3.33], [1.35, 1.49, 1.95], [4.64, 2.46, 3.00], [6.69, 1.91, 1.73], [6.57, 0.22, -0.09], [4.33, -0.79, -0.61], [-0.18, 1.48, 3.65], [-0.51, 0.30, 4.94], [-2.85, 0.94, 5.10], [-5.13, 0.69, 4.14], [-5.34, -0.15, 1.80], [-3.26, -0.63, 0.52], [-0.78, -2.05, 3.61], [0.60, -1.93, 4.72], [0.64, -4.43, 4.26], [1.89, -6.12, 2.94], [2.98, -5.41, 0.81], [2.70, -3.03, 0.08], [-1.11, -0.63, -4.12], [-1.93, -1.86, -3.72], [-1.96, -2.19, -1.92], [-3.68, -2.75, -1.71], [-4.78, -1.71, -2.01], [-4.14, -0.06, -2.48], [-5.13, 1.07, -1.45], [-4.46, 2.43, -1.37], [-2.78, 2.34, -0.63], [-1.73, 2.94, -2.00], [-1.62, 2.03, -3.20], [-0.71, 0.51, -2.75], [-1.65, -0.04, -4.86], [-0.15, -0.92, -4.55], [-1.54, -2.75, -4.21], [-2.97, -1.72, -4.01], [-3.72, -3.06, -0.67], [-3.80, -3.63, -2.34], [-5.41, -1.57, -1.14], [-5.40, -2.06, -2.84], [-5.23, 0.64, -0.45], [-6.12, 1.17, -1.90], [-5.05, 3.09, -0.74], [-4.36, 2.87, -2.36], [-0.74, 3.06, -1.54], [-2.11, 3.92, -2.30], [-1.05, 2.53, -3.98], [-2.60, 1.74, -3.59], [2.08, 2.64, -1.17], [2.67, 3.01, -2.46], [3.62, 1.95, -3.02], [2.93, 0.70, -3.54], [2.51, -0.13, -2.42], [1.55, 3.43, -0.83], [2.84, 2.49, -0.51], [3.23, 3.96, -2.39], [1.84, 3.18, -3.16], [4.33, 1.66, -2.24], [4.19, 2.41, -3.84], [3.64, 0.12, -4.15], [2.10, 1.00, -4.20], [2.00, 0.46, -1.77], [1.88, -0.86, -2.74]], "mulliken_charge": [0.773, -1.010, 0.150, -0.563, -0.879, -0.630, -0.866, -0.372, 0.771, 1.191, -1.226, 0.405, -0.956, -0.845, -0.525, -0.398, 0.715, -1.102, 0.472, -0.933, -0.415, -0.802, -0.432, 0.345, 0.217, 0.596, 0.579, -0.025, 0.494, 0.439, 0.500, 0.325, 0.433, 0.351, 0.478, 0.439, 0.469, 0.350, 0.490, 0.385, 0.470, 0.433, 0.438, 0.378, -1.105, -0.905, 0.032, -0.830, -0.919, 0.037, -0.137, -1.189, 0.090, -0.511, -1.231, 0.284, 0.437, 0.423, 0.581, 0.389, 0.372, 0.464, 0.367, 0.519, -0.220, 0.488, 0.512, 0.437, -0.267, 0.584, 0.548, 0.544, -0.244, -0.643, -0.673, -0.466, -0.163, 0.323, -0.003, 0.435, 0.242, 0.127, 0.416, 0.493, 0.159, -0.190, 0.283], "total_charge": 1, "e_above_lowest_ev": 0.7853, "e_homo_ev": -10.230, "energy_ha": -3115.9707}

***

(2)
{"formula": "C30H47AuN2O3PSbSi3", "method": "the ωB97M-V functional and the def2-TZVPD basis", "species": ["Au", "O", "C", "C", "C", "C", "C", "C", "C", "P", "C", "C", "C", "C", "C", "C", "C", "C", "C", "C", "C", "C", "H", "H", "H", "H", "H", "H", "H", "H", "H", "H", "H", "H", "H", "H", "C", "O", "C", "O", "N", "N", "H", "H", "H", "H", "H", "H", "C", "Si", "C", "C", "Sb", "Si", "C", "C", "C", "Si", "C", "C", "C", "H", "H", "H", "H", "H", "H", "H", "H", "H", "H", "H", "H", "H", "H", "H", "H", "H", "H", "H", "H", "H", "H", "H", "H", "H", "H", "H"], "positions_angstrom": [[-0.30, 1.71, -0.51], [2.14, 2.58, -1.56], [1.81, 2.06, -0.52], [2.47, 1.99, 0.75], [3.88, 2.10, 0.78], [4.55, 1.91, 1.97], [3.86, 1.61, 3.13], [2.48, 1.49, 3.12], [1.78, 1.65, 1.93], [-0.01, 1.58, 1.84], [-0.60, 3.09, 2.65], [-1.05, 4.16, 1.88], [-1.46, 5.33, 2.50], [-1.42, 5.42, 3.88], [-0.97, 4.35, 4.65], [-0.55, 3.19, 4.04], [-0.59, 0.22, 2.87], [0.22, -0.86, 3.21], [-0.31, -1.89, 3.97], [-1.65, -1.89, 4.31], [-2.48, -0.84, 3.91], [-1.95, 0.22, 3.20], [4.40, 2.38, -0.12], [5.62, 2.03, 2.00], [4.39, 1.49, 4.06], [1.95, 1.28, 4.04], [-1.10, 4.06, 0.80], [-1.82, 6.15, 1.91], [-1.74, 6.33, 4.37], [-0.95, 4.43, 5.72], [-0.21, 2.35, 4.62], [1.25, -0.88, 2.90], [0.33, -2.69, 4.30], [-2.06, -2.70, 4.89], [-3.52, -0.85, 4.17], [-2.57, 1.05, 2.92], [-5.12, 2.23, -1.18], [-4.17, 3.24, -1.53], [-2.90, 2.90, -1.55], [-2.48, 1.78, -1.29], [-2.11, 3.94, -1.89], [-0.72, 3.75, -1.97], [-6.06, 2.75, -1.00], [-4.80, 1.69, -0.29], [-5.24, 1.53, -2.01], [-2.54, 4.82, -2.16], [-0.22, 4.54, -1.57], [-0.40, 3.63, -2.94], [-2.51, -3.92, -0.64], [-0.62, -4.01, -0.52], [0.05, -5.35, -1.70], [0.00, -4.23, 1.27], [0.31, -1.61, -1.37], [3.01, -1.82, -1.40], [3.44, -1.61, 0.45], [3.77, -0.44, -2.47], [3.44, -3.56, -2.05], [-0.78, -1.27, -3.80], [-2.66, -1.09, -3.53], [-0.02, 0.34, -4.46], [-0.30, -2.84, -4.77], [-2.96, -4.81, -0.21], [-2.84, -3.87, -1.68], [-2.93, -3.06, -0.12], [-0.27, -6.32, -1.34], [1.13, -5.36, -1.76], [-0.33, -5.24, -2.71], [-0.11, -5.26, 1.58], [-0.57, -3.62, 1.96], [1.04, -3.96, 1.38], [2.93, -0.75, 0.87], [4.51, -1.47, 0.59], [3.15, -2.48, 1.03], [3.73, 0.52, -1.97], [3.28, -0.34, -3.42], [4.82, -0.65, -2.67], [3.12, -4.34, -1.36], [4.51, -3.66, -2.18], [2.98, -3.76, -3.02], [-2.87, -0.24, -2.89], [-3.09, -1.97, -3.07], [-3.17, -0.93, -4.48], [-0.31, 1.18, -3.83], [-0.38, 0.55, -5.47], [1.06, 0.31, -4.50], [-0.86, -3.70, -4.43], [0.76, -3.06, -4.68], [-0.51, -2.71, -5.83]], "mulliken_charge": [1.711, -0.497, 0.138, -0.032, -0.674, -0.841, -0.746, -0.325, 0.785, 0.985, 0.562, -0.060, -0.681, -0.618, -0.766, -0.422, 0.652, -0.178, -0.915, -0.419, -0.840, -0.714, 0.532, 0.477, 0.501, 0.413, 0.121, 0.458, 0.429, 0.454, 0.315, 0.216, 0.462, 0.456, 0.493, 0.474, -0.604, -0.439, 0.714, -0.712, -0.105, -0.639, 0.268, 0.239, 0.298, 0.235, 0.289, 0.261, -1.101, 0.282, -0.914, -0.718, -0.647, 0.398, -0.504, -0.878, -1.106, 0.354, -0.516, -0.542, -1.004, 0.418, 0.270, 0.359, 0.413, 0.234, 0.242, 0.535, -0.003, 0.241, -0.317, 0.461, 0.421, 0.139, 0.275, 0.463, 0.283, 0.435, 0.308, -0.172, 0.259, 0.423, -0.187, 0.461, 0.259, 0.256, 0.294, 0.413], "total_charge": 2, "e_homo_ev": [-12.014, -12.383], "energy_ha": -3091.9219}